{"formula": "C24H60Cl2F3N2O22P4V", "method": "the ωB97M-V functional and the def2-TZVPD basis", "elements": ["C", "H", "H", "O", "H", "C", "H", "N", "O", "H", "O", "H", "C", "H", "H", "O", "H", "C", "H", "F", "H", "H", "O", "C", "O", "C", "C", "H", "C", "H", "H", "H", "F", "H", "O", "C", "H", "C", "H", "H", "C", "H", "H", "O", "P", "H", "H", "H", "O", "H", "C", "H", "H", "C", "H", "V", "H", "O", "P", "C", "H", "H", "P", "O", "H", "O", "C", "C", "Cl", "H", "H", "H", "C", "H", "H", "H", "O", "O", "H", "H", "C", "H", "F", "H", "H", "O", "H", "H", "C", "H", "H", "C", "Cl", "O", "H", "O", "H", "H", "H", "H", "H", "O", "H", "O", "O", "C", "H", "C", "C", "P", "C", "O", "H", "O", "H", "H", "H", "N"], "positions_angstrom": [[2.883, 1.999, 2.631], [2.744, 1.147, 1.956], [5.462, -0.048, 2.065], [5.845, 1.923, 2.658], [0.054, 2.865, 0.924], [0.137, 5.343, -0.920], [-3.161, -0.985, -1.879], [-3.309, 1.602, 2.377], [4.932, 3.927, 4.047], [0.987, 0.288, 4.149], [1.245, -1.358, -0.366], [1.107, 2.802, -0.497], [-1.405, -3.114, -3.741], [7.004, 4.610, -0.028], [-4.657, 0.194, 3.147], [-2.084, -4.126, -1.007], [-2.112, -2.622, -4.416], [0.229, -0.805, 0.472], [0.301, -0.914, -5.593], [0.524, 0.197, -2.501], [0.493, -5.439, 4.538], [0.812, -7.164, -2.830], [-1.822, -4.455, -3.549], [0.238, -4.387, 4.647], [2.020, -3.481, 1.084], [5.633, 0.951, 1.654], [1.855, 0.022, -2.358], [0.199, -0.671, -7.986], [0.478, -6.178, -3.148], [-1.303, 0.121, -7.297], [-0.055, 7.481, -1.232], [-3.822, -7.086, -0.542], [2.444, 1.174, -2.661], [-0.781, -4.201, 4.982], [-3.396, 0.755, -0.779], [-2.812, -7.112, -0.954], [-2.171, 3.921, -3.842], [2.181, -0.462, -0.921], [3.908, -1.761, 3.345], [-5.126, 0.756, 1.697], [-4.194, 0.475, 2.199], [6.945, 2.987, 0.530], [-0.635, -2.748, 1.186], [3.414, -1.036, -0.737], [5.083, 3.343, 2.709], [-3.237, 2.369, 1.725], [3.403, 1.549, 3.479], [-1.496, -1.966, -0.157], [-5.293, 2.169, -1.687], [6.572, 0.778, 1.120], [-0.677, 6.593, -1.178], [-2.027, 3.623, 2.838], [0.406, -0.576, 5.621], [-2.649, 1.764, 3.543], [-1.382, 6.736, -0.356], [2.883, -3.162, -0.182], [-4.443, -0.973, -0.693], [5.772, 4.333, 1.675], [-3.784, 2.270, -1.170], [-0.896, -1.793, 0.731], [-3.719, -0.390, 1.745], [-0.496, 2.163, -0.592], [-1.717, -5.064, -2.077], [3.644, 3.021, 1.965], [-2.249, -6.680, -0.121], [1.047, -3.697, 5.605], [0.089, 2.979, -0.162], [0.518, -0.619, 4.536], [2.209, 0.190, -6.039], [-2.480, -8.132, -1.126], [-1.517, 4.341, -0.410], [1.935, 2.463, 2.893], [-3.949, -0.359, -1.448], [-7.120, 3.110, -1.598], [2.177, 0.349, -0.174], [-3.425, 4.533, -2.746], [2.189, -3.735, -1.480], [-2.977, 2.519, -2.509], [5.487, 3.745, -0.224], [-6.148, 3.388, -0.187], [-3.103, 3.676, -3.338], [0.007, 0.793, -5.234], [2.277, -0.917, -3.214], [-0.584, 2.570, 3.248], [0.631, -0.504, 1.440], [3.160, -3.423, 4.193], [-7.022, 1.874, -0.471], [-1.227, 6.550, -2.120], [-0.220, 0.094, -7.342], [-0.305, -0.026, -0.073], [-1.373, -2.484, -2.851], [0.430, 0.108, -5.960], [0.255, 1.632, -8.203], [-3.587, 3.270, -0.118], [-3.836, 3.416, -4.103], [-2.746, 1.004, 4.493], [4.809, -2.286, 4.667], [0.315, -3.990, 3.630], [-1.524, -1.340, 1.508], [4.955, -3.312, 3.151], [-0.428, -3.130, -4.232], [1.316, -1.708, 4.086], [-1.491, 3.341, 4.499], [-2.635, -6.383, -2.166], [2.714, -1.920, 6.275], [4.330, -2.679, 3.766], [-4.623, -0.228, -2.297], [-6.390, 2.635, -0.936], [-1.589, 2.885, 3.515], [2.138, -2.620, 5.129], [6.338, 3.890, 0.446], [-0.206, -5.624, -2.019], [4.841, 1.192, 0.949], [1.349, 5.352, -1.064], [-0.502, -0.730, 4.160], [-0.225, -6.289, -3.976], [1.299, -5.537, -3.461], [-0.509, 4.288, -0.352]], "atomic_forces_ev_per_a": [[0.0173, -0.1738, -0.4242], [-0.2685, 0.2779, -0.2421], [-0.4885, 0.3256, 0.5510], [-0.3171, 0.7972, 0.3733], [0.3552, -0.6515, 0.0146], [1.3391, 0.4107, 0.6116], [0.2840, 0.2621, 0.3524], [-0.1036, 0.0889, 0.3763], [0.4332, -0.6454, -0.7922], [-0.2470, 0.0837, 0.2135], [-0.5652, -1.0828, -0.9891], [0.0903, 0.8958, -0.1885], [0.1700, 0.8390, -0.8229], [-0.2250, 0.5440, 0.5964], [0.7856, -0.1687, 0.3322], [0.4086, -0.5645, -0.2243], [0.0024, -0.2688, -0.0477], [-1.0892, -0.8546, 0.0453], [-0.3763, 0.1498, 0.3287], [-0.0020, -0.0660, -0.2193], [0.0092, -0.0559, 0.6186], [0.2619, 0.0574, -0.1997], [-0.6154, -0.6754, 0.6727], [-0.4429, 0.4374, -0.5388], [0.5305, -0.6894, -0.0357], [0.7473, -0.9760, -0.7028], [0.4038, -1.0476, 0.7372], [-0.2625, -0.3328, 0.2097], [-0.7749, -0.3250, -0.0332], [-0.0225, -0.3357, 0.0603], [0.3209, -0.2300, 0.0684], [-0.3022, -0.0046, -0.8044], [0.0614, -0.0045, 0.1172], [-0.1119, -0.5279, -0.0862], [-0.0483, 2.1401, -0.4427], [0.3427, -0.0461, 1.0938], [0.2366, -0.3243, 0.3277], [1.3423, 0.7868, 2.8891], [0.5818, -0.1962, -0.9929], [0.4709, 0.1447, -0.8002], [-1.3380, 0.3655, 0.4391], [-0.2875, -0.1080, 0.3004], [0.4641, -0.0328, -0.3870], [-0.2621, -2.5862, -0.3254], [-1.4000, 0.2515, -0.3224], [-0.2721, -0.3448, -0.4410], [-0.1270, 0.4919, 0.3251], [0.0287, -0.1528, 0.0045], [0.4946, -0.0682, 0.0323], [-0.0707, 0.4726, -0.2118], [-0.5572, 0.0031, 0.1021], [0.7769, 0.3256, -0.1366], [0.4268, 0.0220, -0.0360], [1.8577, -0.4450, 0.4836], [-0.1509, 0.0030, -0.1495], [-1.5844, 3.9792, -1.9400], [-0.0998, 0.0875, -0.0981], [0.5458, -0.2735, 0.6256], [-0.3757, -0.9653, -0.8647], [-0.1421, -0.1458, 0.6343], [-0.0024, 0.0111, -0.1162], [-0.3226, 0.2827, -0.1363], [0.4529, -0.3654, -0.2238], [1.6357, -0.1954, 0.6992], [0.4003, -0.0434, -0.2728], [1.1825, 0.0879, -0.6737], [-0.5295, -0.3744, 1.1930], [-0.5263, 0.3572, 0.2089], [-0.0928, 0.4790, -0.1722], [-0.1110, -0.0623, 0.0247], [-0.0232, -0.3675, 0.2735], [-0.0436, -0.3026, 0.2639], [0.0882, -1.9233, -0.3419], [0.4542, 0.1110, -0.3732], [-0.3501, 0.9632, -0.9057], [-0.0606, 0.0329, -0.0971], [0.6977, -0.4222, 1.1635], [0.4559, -0.6883, 0.5214], [0.2866, -0.2971, -0.2531], [0.4709, -0.1624, 0.0205], [-0.7078, 0.0823, -0.1202], [0.1656, 0.3532, -0.2158], [-0.4062, 0.1583, -0.2032], [-0.1898, -0.2915, -0.4392], [0.3611, 0.4023, -0.1674], [-0.4329, -0.0535, 0.1901], [0.7667, -0.5668, 0.1091], [-0.0881, -0.2068, 0.0500], [1.0643, 1.7227, 0.0567], [0.6198, 0.6070, 0.1660], [0.1229, -0.4787, 0.2890], [-0.1035, -1.8047, -0.4367], [-0.3744, -0.1706, 0.0364], [0.3080, -0.1348, 0.2635], [-0.0927, 0.3360, 0.0312], [-0.2324, 0.0112, -0.0294], [0.5437, -0.5363, -0.1058], [0.1927, 0.3420, 0.1732], [-0.1400, 0.2430, -0.2453], [-0.0336, 0.0977, -0.1314], [-0.0065, 0.1198, 0.1931], [0.9507, -0.8518, 0.0386], [-0.2170, -0.0927, 0.0633], [0.2002, 1.0526, -0.4191], [0.1072, 0.0128, -0.3840], [-1.4038, 1.1614, 1.3372], [-0.1590, 0.9306, 0.3462], [-1.7703, 0.8552, 0.2622], [-1.4825, 0.3189, 0.2865], [-1.0552, -0.3059, 0.3404], [-0.5445, -0.3730, -0.8724], [-0.7931, 0.8062, 0.6032], [0.0235, 0.1148, 0.0425], [-0.1563, -0.1872, -0.3719], [0.1992, 0.0197, -0.2810], [0.1738, -0.0827, -0.0867], [0.0407, 0.0342, 0.2517], [-0.3727, 0.3615, -1.4609]], "lumo_ev": -2.52, "multiplicity": 1, "e_homo_ev": -9.348, "orbital_gap_ha": 0.2509}